[1]
Computed, not measured: a 2-piece molecular cluster, C2H8N2O2 overall, with ωB97M-V/def2-TZVPD.

## Properties
F_max	0.7	eV Å⁻¹
net charge	0
molar mass	92.10	g/mol
frontier orbital gap	0.4048	hartree
SMILES	CC(=O)NN.O
E_tot	-9278.7234	eV

Each line ends with the Mulliken charge.
Atoms and positions in Å:
C 1.4213 1.0183 0.9580  -0.83
C 0.0196 0.7673 0.4648  0.62
N -1.4267 0.7968 -1.4664  -0.71
N -0.2129 1.1071 -0.8240  0.02
O -0.8562 0.2644 1.1452  -0.65
O -0.6888 -3.1566 0.3205  -0.65
H 2.0332 1.5251 0.2191  0.30
H 1.3793 1.6060 1.8720  0.25
H 1.8703 0.0575 1.2053  0.24
H -2.1644 1.3870 -1.0819  0.26
H -0.7518 -2.3224 0.7986  0.34
H 0.5374 1.3606 -1.4520  0.22
H -1.6801 -0.1680 -1.2460  0.29
H -1.5214 -3.6148 0.4589  0.31

Forces on the atoms, in the same order (eV/Å):
C -0.13 -0.07 0.08
C 0.06 -0.19 -0.07
N -0.02 0.00 0.11
N -0.19 0.10 -0.65
O -0.04 -0.16 0.29
O 0.18 0.02 -0.13
H 0.11 0.07 -0.03
H -0.02 0.04 0.00
H 0.03 -0.01 -0.01
H 0.25 -0.15 -0.01
H -0.15 0.05 0.07
H -0.17 -0.05 0.26
H 0.14 0.24 0.02
H -0.05 0.10 0.09

=====

[2]
Computed, not measured: a 2-piece molecular cluster, C2H8N2O2 overall in a non-equilibrium geometry, with ωB97M-V/def2-TZVPD.

## Properties
F_max	2.2	eV Å⁻¹
net charge	+1
molar mass	92.10	g/mol
frontier orbital gap (spin up / spin down)	0.4368 / 0.2023	hartree
E_tot	-9269.8796	eV
spin multiplicity	2

Each line ends with the Löwdin spin population.
Atoms and positions in Å:
N 1.4067 -0.9663 -0.3727  0.64
C 1.7027 -0.1546 0.7590  0.04
O 1.0393 1.1181 0.6737  0.11
H 1.4655 -0.4602 -1.2631  0.01
H 0.4904 -1.4354 -0.3151  0.01
H 2.7719 0.0694 0.8130  0.02
H 1.3335 -0.6328 1.6608  0.00
H 1.7421 1.7861 0.5788  0.00
C -2.1063 -0.5002 -0.6429  0.01
N -1.9109 0.8077 -0.4128  0.01
O -1.2772 -1.2927 -1.0518  0.13
H -3.0949 -0.8506 -0.3145  0.01
H -0.9844 1.1953 -0.2588  0.00
H -2.5785 1.3161 0.1463  0.00

Forces on the atoms, in the same order (eV/Å):
N -1.55 1.44 -0.50
C 0.35 1.09 1.27
O 0.63 -0.47 -0.67
H 0.43 -0.42 -0.12
H -0.05 -0.91 -0.41
H 0.07 -0.60 0.06
H 0.23 -0.24 0.01
H -0.53 -0.01 -0.01
C -0.56 0.70 1.18
N 0.33 0.31 0.60
O 1.18 -0.26 -0.07
H -0.15 -0.02 -0.54
H 0.11 -0.38 -0.55
H -0.47 -0.23 -0.23

=====

[3]
Computed, not measured: a 2-piece molecular cluster, C2H8N2O3 overall in a non-equilibrium geometry, with ωB97M-V/def2-TZVPD.

## Properties
F_max	1.7	eV Å⁻¹
net charge	0
molar mass	108.10	g/mol
frontier orbital gap	0.3707	hartree
SMILES	NC(=O)O.NCO
E_tot	-11326.5031	eV

Each line ends with the Mulliken charge.
Atoms and positions in Å:
N 3.4332 0.1990 -1.1177  -0.42
C 2.2879 0.5984 -0.4205  0.59
O 1.3395 -0.4418 -0.4558  -0.49
O 2.1660 1.6665 0.1322  -0.50
H 3.5535 -0.7876 -1.3037  0.24
H 4.2358 0.7680 -0.8820  0.24
H 0.9985 -0.5700 -1.3569  0.33
N -1.2227 0.3926 0.8680  -0.50
C -2.6053 -0.0193 0.8331  -0.31
O -2.8473 -1.1478 -0.0337  -0.54
H -0.6237 -0.3672 1.2003  0.24
H -0.8608 0.6560 -0.0709  0.19
H -2.8647 -0.3276 1.8591  0.31
H -3.2478 0.8148 0.5029  0.30
H -3.7421 -1.4339 0.2456  0.31

Forces on the atoms, in the same order (eV/Å):
N -0.87 0.70 0.79
C 0.87 -0.30 -0.61
O 0.03 1.05 0.08
O -0.29 -1.61 -0.54
H 0.09 0.32 0.20
H 0.02 -0.29 -0.30
H 0.28 0.07 0.29
N -0.14 -0.26 -1.03
C 0.65 0.12 0.28
O -0.78 0.05 0.53
H -0.30 0.35 -0.16
H -0.51 -0.21 1.08
H -0.09 0.28 -0.24
H 0.33 -0.15 0.21
H 0.70 -0.11 -0.57

=====

[4]
Computed, not measured: one molecule with the formula C2H8N2O6, with ωB97M-V/def2-TZVPD.

## Properties
F_max	0.4	eV Å⁻¹
net charge	0
molar mass	156.09	g/mol
frontier orbital gap	0.3873	hartree
SMILES	ONC(O)(O)C(O)(O)NO
E_tot	-17466.3292	eV

Each line ends with the Mulliken charge.
Atoms and positions in Å:
C 0.7183 0.2837 0.0194  0.58
C -0.7184 -0.2844 0.0179  0.58
N -1.6176 0.8481 0.0203  -0.40
N 1.6176 -0.8485 0.0050  -0.40
O 0.8559 1.1047 1.1326  -0.57
O 0.9623 0.9858 -1.1604  -0.59
O -0.8526 -1.1188 1.1215  -0.57
O -0.9659 -0.9720 -1.1694  -0.59
O -2.9644 0.3781 0.0988  -0.45
O 2.9645 -0.3790 0.0876  -0.45
H 1.8016 1.2841 1.2498  0.43
H 0.1899 1.5275 -1.3636  0.39
H -1.7974 -1.3034 1.2368  0.43
H -0.1930 -1.5085 -1.3836  0.39
H -3.1942 0.1543 -0.8147  0.35
H 3.1914 -0.1400 -0.8227  0.35
H -1.4718 1.3844 0.8735  0.27
H 1.4735 -1.3961 0.8513  0.27

Forces on the atoms, in the same order (eV/Å):
C 0.04 0.01 -0.12
C -0.04 0.00 -0.11
N -0.06 0.24 -0.28
N 0.06 -0.24 -0.28
O 0.04 0.14 0.34
O 0.28 -0.08 -0.09
O -0.04 -0.14 0.33
O -0.29 0.08 -0.09
O 0.16 -0.18 0.12
O -0.16 0.18 0.13
H -0.13 -0.03 -0.12
H -0.09 -0.01 0.11
H 0.13 0.03 -0.12
H 0.10 0.01 0.11
H 0.16 0.18 0.11
H -0.16 -0.18 0.11
H -0.13 -0.20 -0.07
H 0.13 0.20 -0.07

=====

[5]
Computed, not measured: a 2-piece molecular cluster, C2H8N2P overall in a non-equilibrium geometry, with ωB97M-V/def2-TZVPD.

## Properties
F_max	4.4	eV Å⁻¹
net charge	+1
molar mass	91.07	g/mol
frontier orbital gap	0.3025	hartree
E_tot	-14464.3871	eV

Each line ends with the Mulliken charge.
Atoms and positions in Å:
C 0.2754 -3.2703 -1.0027  -0.25
C -0.4889 2.7775 0.8708  -0.72
N 0.4337 0.5701 0.3014  -0.15
N -0.1535 -2.1743 -0.5694  -0.47
P -0.8667 1.0316 1.0238  0.40
H 1.0386 -3.7772 -0.3861  0.22
H 0.0127 -3.8667 -1.8641  0.26
H -1.3593 3.2066 0.3515  0.31
H 0.4920 2.9595 0.4452  0.23
H 1.1248 1.3363 0.0378  0.34
H -0.4933 3.3116 1.8644  0.33
H 0.7449 -0.3187 0.1341  0.28
H -0.7603 -1.7861 -1.2067  0.22

Forces on the atoms, in the same order (eV/Å):
C 1.55 -1.50 1.38
C -0.88 0.97 1.64
N 2.27 3.72 -0.61
N 1.59 -0.13 1.20
P -1.02 0.55 0.72
H -0.30 0.16 -0.19
H -0.54 0.46 -0.59
H 0.45 0.22 -0.25
H -0.23 0.31 -0.42
H -0.98 -1.71 0.23
H -0.17 -0.68 -0.70
H 0.53 -3.48 -0.55
H -2.25 1.12 -1.85

=====

[6]
Computed, not measured: C2H8N2S as an isolated structure in a non-equilibrium geometry, with ωB97M-V/def2-TZVPD.

## Properties
F_max	2.1	eV Å⁻¹
net charge	0
molar mass	92.17	g/mol
frontier orbital gap	0.3209	hartree
E_tot	-16017.7004	eV

Each line ends with the Mulliken charge.
Atoms and positions in Å:
S -0.5748 -2.2308 -2.3120  -0.54
H -0.4079 -2.8169 -1.0948  0.07
C 0.7105 0.8466 0.7067  -0.16
C -0.4702 0.2968 0.3238  -0.32
N -0.8879 0.3861 -1.0294  -0.40
N 1.1067 0.7871 2.0794  -0.51
H 1.2789 1.5078 0.0472  0.24
H -0.9169 -0.5389 0.8503  0.32
H -1.8898 0.6175 -1.1390  0.32
H -0.2829 1.0276 -1.5630  0.27
H -0.7189 -0.8420 -1.5721  0.21
H 0.9877 -0.1382 2.4718  0.24
H 2.0654 1.0973 2.2312  0.25

Forces on the atoms, in the same order (eV/Å):
S 0.07 0.14 0.93
H -0.03 0.04 -0.52
C -1.70 -0.18 1.22
C 2.10 0.13 -0.11
N -0.43 0.85 -0.44
N 0.77 -0.02 -1.02
H -0.23 -0.10 0.29
H -0.29 0.43 0.39
H 0.87 0.00 0.03
H -0.69 -0.33 0.24
H -0.01 -0.85 -0.98
H -0.04 0.10 0.08
H -0.37 -0.21 -0.10

=====

[7]
Computed, not measured: a 2-piece molecular cluster, C2H8N2S2 overall in a non-equilibrium geometry, with ωB97M-V/def2-TZVPD.

## Properties
F_max	5.7	eV Å⁻¹
net charge	0
molar mass	124.23	g/mol
frontier orbital gap (spin up / spin down)	0.3091 / 0.3091	hartree
E_tot	-26850.4864	eV

Each line ends with the Mulliken charge.
Atoms and positions in Å:
C 1.5009 0.8313 0.8490  -0.68
C -0.9444 -0.0407 -0.4474  -0.05
N -1.5745 -2.3907 -0.2922  -0.98
N -1.6124 -1.1201 -0.0977  0.34
S 2.1102 0.6721 -0.8197  -0.22
S -1.7718 1.4642 -0.2622  -0.30
H 0.6503 0.1800 1.0292  0.40
H 1.2056 1.8662 0.8066  0.14
H -0.0748 0.0032 -1.2181  0.35
H 2.4829 0.6365 1.4851  0.29
H -0.8397 -2.5560 -0.8254  0.20
H -2.5024 -0.8921 0.4128  0.25
H 1.9435 -0.6757 -0.9004  0.15
H -0.5734 2.0218 0.2803  0.10

Forces on the atoms, in the same order (eV/Å):
C 2.92 -0.35 0.87
C 0.67 -0.71 -2.38
N -3.45 0.63 2.91
N -2.16 0.81 0.63
S 0.38 -0.96 -1.12
S 1.74 1.27 0.98
H 0.28 0.02 0.33
H 0.04 0.42 0.99
H -1.76 -0.83 1.64
H -2.67 0.56 -0.62
H 4.47 -1.28 -3.32
H 1.19 0.03 -0.25
H 0.33 0.48 -0.11
H -1.98 -0.10 -0.54

=====

[8]
Computed, not measured: a 2-piece molecular cluster, C2H8N2S2 overall in a non-equilibrium geometry, with ωB97M-V/def2-TZVPD.

## Properties
F_max	2.7	eV Å⁻¹
net charge	+1
molar mass	124.23	g/mol
frontier orbital gap (spin up / spin down)	0.2810 / 0.1594	hartree
E_tot	-26844.8262	eV
spin multiplicity	2

Each line ends with the Löwdin spin population.
Atoms and positions in Å:
C 0.9448 1.5440 0.2095  0.08
S 0.6520 2.3801 -1.3605  0.61
S 0.3267 0.9223 -2.8310  0.25
H 1.8664 1.9883 0.5937  0.01
H 0.1127 1.9250 0.8106  0.03
H 1.0337 0.4701 0.3151  0.00
H -0.9337 1.3693 -3.0669  0.03
N 0.3628 -1.6950 1.2758  0.00
C -0.8194 -1.6220 0.5237  0.00
N -1.6119 -0.6400 0.8043  0.00
H 1.1738 -1.8695 0.7252  0.00
H 0.2512 -1.8447 2.2616  0.00
H -1.0323 -2.2651 -0.3293  0.00
H -2.3268 -0.6628 0.0683  0.00

Forces on the atoms, in the same order (eV/Å):
C 0.70 0.81 0.13
S -0.61 -1.55 -0.68
S -0.06 0.79 1.50
H -0.02 0.15 0.07
H -0.11 -0.17 0.06
H -0.39 -0.25 -0.61
H 0.36 0.21 -0.31
N -1.17 -0.13 -1.14
C -0.37 2.52 0.92
N 0.34 -1.14 -1.31
H 0.61 -0.95 0.61
H 0.61 0.02 0.06
H 0.54 -0.30 0.05
H -0.43 -0.01 0.66

=====

[9]
Computed, not measured: C2H8N3 as an isolated structure in a non-equilibrium geometry, with ωB97M-V/def2-TZVPD.

## Properties
F_max	3.2	eV Å⁻¹
net charge	+1
molar mass	74.11	g/mol
frontier orbital gap	0.3211	hartree
E_tot	-6663.2725	eV

Each line ends with the Mulliken charge.
Atoms and positions in Å:
C -1.7905 -0.5686 0.1949  -0.02
C 2.0564 0.2029 0.1526  -0.64
N -2.5292 0.4291 -0.1558  -0.22
N 0.0529 -1.1265 -0.1958  -0.47
N 0.9170 -0.2995 -0.5948  0.14
H -2.1383 -1.5370 0.5999  0.28
H 2.1871 -0.5161 1.0778  0.26
H 2.9880 0.2273 -0.5580  0.26
H 1.9137 1.1592 0.5619  0.29
H -3.5660 0.3960 -0.0784  0.28
H 0.1639 -1.4271 0.7854  0.31
H -2.2031 1.2732 -0.5375  0.25
H 1.0366 -0.0517 -1.5499  0.28

Forces on the atoms, in the same order (eV/Å):
C 2.08 0.08 0.30
C 1.73 -2.52 1.07
N -1.67 -2.55 0.84
N -3.16 -0.61 0.02
N 2.25 1.45 0.29
H -0.76 0.85 -0.35
H 0.27 1.32 -1.93
H -1.75 -0.29 1.56
H -0.34 1.50 0.37
H 0.81 -0.10 -0.14
H 0.45 0.28 -0.50
H 1.00 1.21 -0.45
H -0.91 -0.61 -1.08

=====

What did the fifth record say?
Computed, not measured: a 2-piece molecular cluster, C2H8N2P overall in a non-equilibrium geometry, with ωB97M-V/def2-TZVPD.

## Properties
F_max	4.4	eV Å⁻¹
net charge	+1
molar mass	91.07	g/mol
frontier orbital gap	0.3025	hartree
E_tot	-14464.3871	eV

Each line ends with the Mulliken charge.
Atoms and positions in Å:
C 0.2754 -3.2703 -1.0027  -0.25
C -0.4889 2.7775 0.8708  -0.72
N 0.4337 0.5701 0.3014  -0.15
N -0.1535 -2.1743 -0.5694  -0.47
P -0.8667 1.0316 1.0238  0.40
H 1.0386 -3.7772 -0.3861  0.22
H 0.0127 -3.8667 -1.8641  0.26
H -1.3593 3.2066 0.3515  0.31
H 0.4920 2.9595 0.4452  0.23
H 1.1248 1.3363 0.0378  0.34
H -0.4933 3.3116 1.8644  0.33
H 0.7449 -0.3187 0.1341  0.28
H -0.7603 -1.7861 -1.2067  0.22

Forces on the atoms, in the same order (eV/Å):
C 1.55 -1.50 1.38
C -0.88 0.97 1.64
N 2.27 3.72 -0.61
N 1.59 -0.13 1.20
P -1.02 0.55 0.72
H -0.30 0.16 -0.19
H -0.54 0.46 -0.59
H 0.45 0.22 -0.25
H -0.23 0.31 -0.42
H -0.98 -1.71 0.23
H -0.17 -0.68 -0.70
H 0.53 -3.48 -0.55
H -2.25 1.12 -1.85

=====

> Among the records above, which one has the lowest molar mass?

C2H8N3

=====

> Which of these has the highest molar mass?

C2H8N2O6